Version P
{"formula": "C20H60O10", "method": "the ωB97M-V functional and the def2-TZVPD basis", "species": ["C", "C", "O", "H", "H", "H", "H", "H", "H", "C", "C", "O", "H", "H", "H", "H", "H", "H", "C", "C", "O", "H", "H", "H", "H", "H", "H", "C", "C", "O", "H", "H", "H", "H", "H", "H", "C", "C", "O", "H", "H", "H", "H", "H", "H", "C", "C", "O", "H", "H", "H", "H", "H", "H", "C", "C", "O", "H", "H", "H", "H", "H", "H", "C", "C", "O", "H", "H", "H", "H", "H", "H", "C", "C", "O", "H", "H", "H", "H", "H", "H", "C", "C", "O", "H", "H", "H", "H", "H", "H"], "xyz": [[6.3358, -1.6398, 5.5744], [6.4817, -2.3220, 6.8870], [5.2832, -2.2949, 7.6588], [5.7105, -0.7471, 5.5653], [6.1239, -2.3835, 4.8062], [7.3346, -1.4143, 5.2005], [7.3079, -1.8472, 7.4163], [6.7844, -3.3647, 6.7908], [5.4471, -2.5282, 8.5755], [1.5681, -2.9661, -8.0690], [0.5274, -1.9980, -8.6735], [-0.4488, -1.7434, -7.7240], [1.9519, -2.5944, -7.1189], [2.4399, -3.0701, -8.7150], [1.1012, -3.9353, -7.8939], [-0.0566, -2.4778, -9.4589], [1.0195, -1.0678, -8.9578], [-1.2336, -2.0388, -8.1915], [-4.7365, 4.5633, 5.7702], [-5.0972, 4.7712, 7.3380], [-6.2661, 5.5379, 7.4458], [-5.3788, 3.7863, 5.3556], [-3.7216, 4.1803, 5.8768], [-4.6993, 5.4575, 5.1479], [-4.2220, 5.2917, 7.7270], [-5.2865, 3.7695, 7.7237], [-6.1197, 6.3935, 7.0357], [-10.3419, -4.5761, -2.5649], [-9.1636, -5.2546, -1.8504], [-7.9663, -4.5819, -2.2285], [-11.3216, -5.0473, -2.4860], [-10.1224, -4.4212, -3.6213], [-10.3548, -3.5231, -2.2835], [-8.9437, -6.2697, -2.1812], [-9.2989, -5.2696, -0.7690], [-7.3944, -5.3449, -2.3402], [5.7119, 8.0040, 1.2084], [5.5386, 6.6774, 1.8773], [4.1746, 6.4125, 2.0704], [5.7618, 8.7582, 1.9938], [4.8434, 8.1760, 0.5727], [6.6025, 8.0753, 0.5839], [6.2151, 6.4911, 2.7114], [5.9632, 5.9248, 1.2129], [3.7129, 6.0677, 1.3025], [3.1102, -7.7875, 3.6704], [2.3362, -9.0641, 3.9886], [2.6929, -10.0551, 3.0186], [2.9099, -7.0940, 4.4871], [2.6619, -7.2769, 2.8181], [4.1785, -7.9926, 3.6017], [1.2574, -8.9135, 3.9508], [2.6304, -9.3702, 4.9926], [2.2619, -9.9367, 2.1690], [7.1837, -2.5908, -2.2632], [8.6768, -2.1327, -2.4397], [9.3818, -2.7453, -1.3554], [6.6497, -2.1148, -1.4408], [7.1011, -3.6676, -2.1157], [6.6605, -2.0745, -3.0680], [8.8065, -1.0551, -2.5401], [8.9493, -2.5100, -3.4253], [8.9282, -3.5719, -1.1751], [-1.4758, 7.2496, -1.0871], [-0.8061, 6.5130, -2.2850], [-0.0565, 5.5307, -1.6407], [-2.1385, 8.0250, -1.4714], [-0.7735, 7.7686, -0.4348], [-2.0862, 6.5833, -0.4776], [-0.2227, 7.3336, -2.7024], [-1.5341, 6.1496, -3.0103], [-0.3992, 4.7194, -2.0228], [-7.5676, 3.6244, -3.6435], [-7.2840, 2.2511, -2.9941], [-7.3291, 1.2922, -4.0100], [-6.5969, 4.1130, -3.7283], [-8.3215, 4.1011, -3.0171], [-7.9917, 3.5583, -4.6455], [-7.9489, 2.2149, -2.1311], [-6.2894, 2.2940, -2.5502], [-7.1706, 0.4356, -3.6067], [0.0536, -0.6674, 0.5756], [-0.4165, -1.1607, -0.7952], [-0.7147, -0.0434, -1.6478], [0.2142, -1.4738, 1.2912], [-0.5228, 0.1961, 0.9075], [1.0571, -0.2568, 0.4641], [-1.2456, -1.8601, -0.6880], [0.3356, -1.7654, -1.3020], [-0.9126, -0.3888, -2.5214]], "mulliken_charge": [-0.975, -0.174, -0.534, 0.312, 0.256, 0.319, 0.252, 0.248, 0.296, -0.988, -0.231, -0.492, 0.290, 0.318, 0.262, 0.309, 0.200, 0.332, -0.913, -0.325, -0.508, 0.246, 0.284, 0.352, 0.266, 0.290, 0.309, -1.051, -0.185, -0.502, 0.322, 0.293, 0.278, 0.307, 0.213, 0.325, -0.835, -0.286, -0.530, 0.220, 0.278, 0.311, 0.308, 0.224, 0.311, -0.899, -0.262, -0.532, 0.305, 0.301, 0.260, 0.257, 0.273, 0.297, -1.149, -0.136, -0.500, 0.311, 0.364, 0.310, 0.299, 0.205, 0.297, -1.016, -0.220, -0.481, 0.344, 0.284, 0.276, 0.183, 0.320, 0.309, -0.869, -0.180, -0.512, 0.224, 0.258, 0.279, 0.273, 0.240, 0.286, -1.010, -0.195, -0.521, 0.334, 0.293, 0.265, 0.276, 0.264, 0.293], "smiles": "CCO.CCO.CCO.CCO.CCO.CCO.CCO.CCO.CCO.CCO", "homo_energy_ha": -0.363, "molar_mass_g_mol": 460.69}

---

Version Q
{"formula": "C20H60O10", "method": "the ωB97M-V functional and the def2-TZVPD basis", "species": ["C", "C", "O", "H", "H", "H", "H", "H", "H", "C", "C", "O", "H", "H", "H", "H", "H", "H", "C", "C", "O", "H", "H", "H", "H", "H", "H", "C", "C", "O", "H", "H", "H", "H", "H", "H", "C", "C", "O", "H", "H", "H", "H", "H", "H", "C", "C", "O", "H", "H", "H", "H", "H", "H", "C", "C", "O", "H", "H", "H", "H", "H", "H", "C", "C", "O", "H", "H", "H", "H", "H", "H", "C", "C", "O", "H", "H", "H", "H", "H", "H", "C", "C", "O", "H", "H", "H", "H", "H", "H"], "xyz": [[-31.9073, 14.6400, -29.4125], [-30.5151, 14.0549, -29.3888], [-30.6006, 12.6980, -29.8291], [-32.5547, 14.0352, -28.7783], [-32.3036, 14.6522, -30.4282], [-31.9330, 15.6675, -29.0453], [-30.1055, 14.0950, -28.3732], [-29.8244, 14.5963, -30.0450], [-29.8096, 12.2419, -29.5039], [-21.5055, 10.4902, -25.7776], [-20.4864, 10.0583, -26.8188], [-21.1087, 9.5377, -28.0036], [-22.2390, 11.1711, -26.2100], [-20.9545, 11.0019, -24.9840], [-22.0159, 9.6392, -25.3268], [-19.8725, 9.2818, -26.3560], [-19.8834, 10.9112, -27.1339], [-20.7933, 8.6391, -28.1182], [-25.0727, 16.0269, -22.9943], [-25.7117, 15.8970, -21.6366], [-26.3731, 17.1238, -21.3325], [-24.2841, 16.7844, -22.9834], [-25.7405, 16.2924, -23.8120], [-24.5700, 15.0939, -23.2597], [-24.9754, 15.6798, -20.8549], [-26.4395, 15.0750, -21.6244], [-26.7693, 17.0858, -20.4590], [-22.8493, 12.3153, -22.3734], [-22.7273, 13.4995, -21.4203], [-23.2818, 13.1542, -20.1657], [-22.3770, 12.5347, -23.3356], [-23.8855, 12.0086, -22.5106], [-22.3097, 11.4499, -21.9746], [-23.3059, 14.3203, -21.8322], [-21.6754, 13.8007, -21.4037], [-22.7192, 12.5282, -19.7039], [-21.8253, 15.3578, -25.1878], [-21.0598, 16.1810, -24.1697], [-21.6492, 17.4707, -24.1520], [-21.6853, 15.7584, -26.1904], [-22.8954, 15.3973, -24.9735], [-21.5137, 14.3119, -25.1790], [-20.0146, 16.2219, -24.5027], [-21.0760, 15.7493, -23.1633], [-21.1810, 18.0668, -23.5629], [-26.5973, 15.8453, -28.4190], [-26.2949, 16.1748, -29.8620], [-24.9552, 16.6597, -29.9258], [-25.8890, 15.1014, -28.0362], [-27.5715, 15.3593, -28.3235], [-26.5612, 16.6719, -27.7117], [-27.0086, 16.9269, -30.2145], [-26.4152, 15.2866, -30.4896], [-24.8175, 17.1683, -30.7290], [-21.7599, 13.0269, -29.2204], [-22.9122, 13.9610, -29.5054], [-22.8124, 15.1500, -28.7258], [-21.5731, 12.9215, -28.1525], [-20.8603, 13.4064, -29.7053], [-22.0085, 12.0556, -29.6502], [-23.8868, 13.4917, -29.3061], [-22.9151, 14.2271, -30.5718], [-23.6129, 15.6608, -28.9153], [-29.5499, 8.8772, -29.0286], [-29.2844, 10.0061, -28.0264], [-28.5853, 11.0878, -28.6351], [-28.6059, 8.6211, -29.5161], [-30.2455, 9.1923, -29.8066], [-29.9448, 7.9954, -28.5273], [-28.6793, 9.5758, -27.2194], [-30.2113, 10.3594, -27.5848], [-27.7561, 10.7663, -29.0049], [-28.0583, 10.5309, -23.9213], [-27.6490, 9.7954, -22.6600], [-27.8495, 8.3929, -22.8038], [-29.1192, 10.3901, -24.1296], [-27.5036, 10.1620, -24.7890], [-27.8474, 11.6025, -23.8929], [-28.2304, 10.1337, -21.8014], [-26.6131, 10.0550, -22.4115], [-27.0416, 8.0192, -23.1654], [-25.4064, 13.1437, -25.4163], [-26.0939, 12.3320, -26.4869], [-27.4395, 12.7568, -26.5965], [-25.8425, 12.9591, -24.4309], [-25.4737, 14.2199, -25.5768], [-24.3535, 12.8576, -25.3508], [-26.0126, 11.2718, -26.2118], [-25.6040, 12.4843, -27.4590], [-27.9126, 12.1813, -27.2182]], "mulliken_charge": [-1.309, 0.245, -0.553, 0.316, 0.298, 0.371, 0.159, 0.170, 0.338, -0.567, -0.518, -0.516, 0.033, 0.249, 0.361, 0.448, 0.237, 0.293, -0.449, -0.274, -0.540, 0.266, 0.457, -0.264, 0.275, 0.247, 0.300, -0.490, 0.174, -0.544, -0.075, 0.091, 0.479, -0.250, 0.265, 0.327, -0.367, -0.292, -0.551, 0.295, -0.095, 0.159, 0.387, 0.183, 0.295, -0.397, -0.294, -0.518, -0.184, 0.132, 0.357, 0.362, 0.251, 0.262, -1.030, 0.131, -0.460, 0.053, 0.358, 0.363, 0.049, 0.251, 0.289, -1.148, -0.071, -0.582, 0.313, 0.287, 0.371, 0.193, 0.308, 0.241, -0.558, -0.349, -0.526, 0.341, 0.058, 0.237, 0.311, 0.168, 0.306, -0.605, -0.050, -0.585, 0.165, 0.158, 0.085, 0.439, 0.139, 0.315], "smiles": "CCO.CCO.CCO.CCO.CCO.CCO.CCO.CCO.CCO.CCO", "homo_energy_ha": -0.354, "molar_mass_g_mol": 460.69}

---

Version R
{"formula": "C20H60O10", "method": "the ωB97M-V functional and the def2-TZVPD basis", "species": ["C", "C", "O", "H", "H", "H", "H", "H", "H", "C", "C", "O", "H", "H", "H", "H", "H", "H", "C", "C", "O", "H", "H", "H", "H", "H", "H", "C", "C", "O", "H", "H", "H", "H", "H", "H", "C", "C", "O", "H", "H", "H", "H", "H", "H", "C", "C", "O", "H", "H", "H", "H", "H", "H", "C", "C", "O", "H", "H", "H", "H", "H", "H", "C", "C", "O", "H", "H", "H", "H", "H", "H", "C", "C", "O", "H", "H", "H", "H", "H", "H", "C", "C", "O", "H", "H", "H", "H", "H", "H"], "xyz": [[-3.4962, -3.5572, -1.7001], [-2.5781, -3.5386, -0.5126], [-3.3308, -3.0941, 0.6154], [-2.9407, -3.7029, -2.6281], [-4.0959, -2.6501, -1.7497], [-4.1810, -4.4034, -1.6069], [-1.7128, -2.8977, -0.7072], [-2.2569, -4.5675, -0.3174], [-2.7712, -2.6317, 1.2627], [1.1755, -3.0193, 6.0584], [0.5978, -1.9286, 5.1736], [0.0246, -2.4118, 3.9832], [0.3838, -3.6943, 6.3861], [1.5632, -2.5676, 6.9781], [1.9636, -3.5789, 5.5578], [1.3492, -1.1516, 4.9873], [-0.1831, -1.4197, 5.7485], [0.7642, -2.6509, 3.3998], [0.5096, -0.3170, 0.9526], [1.0237, 0.8360, 0.1479], [2.1856, 0.3460, -0.5741], [1.3220, -0.8605, 1.4315], [-0.1347, -0.9375, 0.3313], [-0.0936, 0.0373, 1.7933], [1.4312, 1.6192, 0.7971], [0.2766, 1.2752, -0.5144], [2.7059, 1.1038, -0.8582], [-2.5019, 0.6928, -4.3051], [-1.1927, 0.0181, -3.9189], [-0.6689, 0.4533, -2.6870], [-3.2910, 0.4904, -3.5816], [-2.8216, 0.3002, -5.2773], [-2.3571, 1.7628, -4.4525], [-0.4225, 0.2621, -4.6601], [-1.2755, -1.0759, -3.9701], [-1.2311, 0.1179, -1.9790], [-3.1981, 1.9990, -0.9595], [-3.2748, 0.7965, -0.0575], [-2.6301, -0.3272, -0.6605], [-3.7346, 1.9036, -1.9013], [-2.1561, 2.2687, -1.1645], [-3.5645, 2.8754, -0.4145], [-4.3145, 0.5398, 0.1660], [-2.7771, 1.0646, 0.8808], [-2.9590, -1.1189, -0.2112], [4.1430, 0.2160, -3.4241], [3.4394, -1.0846, -3.0711], [3.9002, -1.5753, -1.8194], [3.6485, 0.5776, -4.3359], [5.1918, 0.0275, -3.6350], [3.9939, 0.9848, -2.6686], [3.7828, -1.8365, -3.7879], [2.3576, -0.9747, -3.1536], [3.2941, -1.3264, -1.1115], [3.0681, 5.2576, -2.9924], [3.6318, 3.8616, -2.9655], [4.5462, 3.7580, -1.8775], [2.3870, 5.3645, -3.8369], [3.8892, 5.9587, -3.1478], [2.5854, 5.5146, -2.0519], [4.1444, 3.6746, -3.9183], [2.8479, 3.0957, -2.8973], [5.1522, 3.0314, -2.0471], [0.7288, -4.0555, 0.7980], [2.1869, -3.7748, 1.0721], [2.2645, -3.0953, 2.3546], [0.5764, -4.3282, -0.2495], [0.1348, -3.1489, 0.9343], [0.3490, -4.8540, 1.4317], [2.6387, -3.1574, 0.2961], [2.7384, -4.7109, 1.1783], [3.1244, -2.6779, 2.4447], [-0.7540, 3.8767, 1.5029], [-0.3359, 4.6153, 0.2620], [1.0561, 4.5267, 0.0275], [-1.6825, 4.2782, 1.9047], [0.0235, 3.8532, 2.2699], [-0.9214, 2.8139, 1.2936], [-0.6998, 5.6547, 0.2349], [-0.8908, 4.2007, -0.6004], [1.1792, 4.7044, -0.9086], [-2.3503, 0.6766, 3.7393], [-2.9968, -0.6261, 3.3263], [-2.1360, -1.4198, 2.5186], [-2.0245, 1.2583, 2.8754], [-1.4528, 0.5229, 4.3483], [-3.0252, 1.2982, 4.3326], [-3.9095, -0.4032, 2.7672], [-3.3079, -1.1710, 4.2233], [-1.6470, -2.0417, 3.0823]], "mulliken_charge": [-1.245, 0.253, -0.562, 0.338, 0.223, 0.381, -0.050, 0.349, 0.352, -1.222, -0.291, -0.357, 0.284, 0.389, 0.276, 0.351, 0.349, 0.076, 0.005, -0.216, -0.343, 0.322, -0.199, -0.019, 0.433, 0.109, 0.023, -1.024, -0.342, 0.029, 0.114, 0.415, 0.269, 0.271, 0.353, -0.118, -1.132, 0.370, -0.341, 0.333, 0.027, 0.408, 0.400, -0.318, 0.132, -0.587, -0.120, -0.601, 0.315, 0.376, -0.201, 0.381, 0.048, 0.331, -1.265, 0.322, -0.548, 0.351, 0.352, 0.308, 0.348, 0.002, 0.315, -0.489, -0.095, -0.536, 0.465, -0.349, 0.353, -0.016, 0.367, 0.263, -0.648, -0.262, -0.496, 0.421, 0.377, -0.256, 0.426, 0.160, 0.127, -0.512, -0.491, -0.149, -0.145, 0.180, 0.409, 0.318, 0.373, 0.218], "smiles": "CCO.CCO.CCO.CCO.CCO.CCO.CCO.CCO.CCO.CCO", "homo_energy_ha": -0.359, "molar_mass_g_mol": 460.69}

---

It is version R that is most stable; the runner-up trails by 0.683 eV.